(1)
Density functional theory data (the ωB97M-V functional and the def2-TZVPD basis) for a molecular structure, C16H24HgN2O in a non-equilibrium geometry.

Geometry (Å):
C: -4.24 -0.01 0.31
C: -4.47 1.25 -0.53
H: -4.42 -0.89 -0.30
H: -4.98 0.00 1.11
H: -3.26 -0.10 0.77
H: -3.72 1.44 -1.28
H: -5.43 1.15 -1.02
H: -4.54 2.13 0.11
C: 0.46 -2.68 0.04
C: 1.35 -3.75 -0.07
C: 2.52 -3.56 -0.81
C: 2.78 -2.31 -1.36
H: -0.44 -2.76 0.65
H: 1.09 -4.68 0.41
H: 3.21 -4.39 -0.94
H: 3.69 -2.10 -1.91
N: 0.69 -1.50 -0.57
C: 1.86 -1.27 -1.22
C: 2.11 0.09 -1.72
N: 1.19 1.03 -1.42
C: 1.38 2.29 -1.81
C: 3.44 1.73 -2.91
C: 2.48 2.70 -2.56
H: 0.63 3.02 -1.51
H: 2.54 3.74 -2.85
C: 3.25 0.42 -2.48
H: 3.98 -0.36 -2.73
H: 4.29 2.03 -3.51
Hg: -0.81 0.17 -0.03
C: -1.67 2.08 -0.10
H: -1.93 2.25 -1.14
H: -0.95 2.82 0.27
H: -2.52 2.01 0.59
C: 2.23 0.22 3.29
C: 1.13 -0.69 2.79
C: 0.52 -1.52 3.91
O: 0.11 0.00 2.16
H: 1.83 0.98 3.96
H: 2.70 0.73 2.45
H: 2.99 -0.36 3.83
H: 1.61 -1.41 2.09
H: -0.02 -0.86 4.60
H: -0.22 -2.21 3.50
H: 1.26 -2.08 4.49

## Properties
Multiplicity: 1
HOMO in eV: -6.966

(2)
Density functional theory data (the ωB97M-V functional and the def2-TZVPD basis) for 17 unconnected molecules or ions with the total composition CH35O17 in a non-equilibrium geometry.

Geometry (Å):
C: -0.15 0.28 -0.34
O: 0.71 -0.81 -0.38
H: -0.80 0.33 -1.22
H: 0.42 1.14 -0.37
H: -0.71 0.18 0.54
O: 1.08 2.36 -2.52
H: 2.03 2.38 -2.28
H: 1.07 1.56 -3.03
O: -3.83 -0.34 -1.74
H: -3.12 -0.92 -2.02
H: -4.54 -0.81 -1.34
O: 1.00 -3.95 -1.03
H: 1.31 -3.30 -0.43
H: 1.47 -4.67 -0.65
O: 2.38 3.90 -0.30
H: 1.82 3.35 0.26
H: 1.73 4.29 -0.87
O: 2.01 2.57 2.21
H: 1.09 2.69 2.08
H: 2.11 1.63 2.02
O: 2.55 -2.70 1.15
H: 2.79 -3.28 1.88
H: 2.41 -1.89 1.61
O: -2.90 -1.29 1.25
H: -2.88 -2.01 0.69
H: -2.91 -0.48 0.77
O: 0.48 0.15 3.77
H: 0.07 -0.61 3.49
H: 0.06 0.89 3.28
O: 2.21 -0.06 1.59
H: 1.62 -0.15 2.35
H: 1.59 -0.24 0.83
O: -1.37 -2.18 -1.25
H: -0.59 -1.66 -1.17
H: -1.12 -2.71 -1.99
O: -2.97 1.23 0.29
H: -2.00 1.09 0.22
H: -3.36 0.82 -0.46
O: 2.38 -1.73 -2.16
H: 1.93 -1.12 -1.56
H: 2.78 -2.39 -1.62
O: -0.36 -2.28 1.63
H: 0.07 -1.90 0.86
H: -1.18 -1.84 1.57
O: -1.00 2.05 2.25
H: -1.52 1.61 2.90
H: -1.12 2.98 2.37
O: -1.03 3.12 -1.17
H: -0.98 2.98 -0.25
H: -0.37 2.58 -1.50
O: 0.13 -0.04 -3.58
H: 0.22 -0.98 -3.56
H: -0.65 0.18 -3.03

## Properties
Multiplicity: 1
HOMO in eV: -6.024
Total charge: -1

(3)
Density functional theory data (the ωB97M-V functional and the def2-TZVPD basis) for a molecular structure, C32H25F5N9O5PbSe4.

Geometry (Å):
Pb: -1.50 2.78 1.54
Se: -2.97 0.87 3.38
Se: -5.08 0.30 3.02
Se: -6.18 1.82 1.60
Se: -4.72 3.13 0.60
C: -0.56 -3.81 -3.43
C: -1.93 -3.74 -2.78
C: -2.29 -4.95 -1.93
C: -1.30 -5.09 -0.78
C: -1.09 -3.78 -0.06
C: -0.55 -3.76 1.21
C: -0.40 -2.55 1.88
F: 0.11 -2.58 3.12
C: -0.77 -1.36 1.34
C: -1.33 -1.35 0.06
C: -1.77 -0.08 -0.52
O: -1.55 0.99 0.11
C: -2.42 -0.17 -1.78
C: -2.46 -1.40 -2.42
N: -2.01 -2.53 -1.92
C: -1.47 -2.56 -0.64
C: -2.94 0.93 -2.62
O: -3.37 0.76 -3.72
O: -2.87 2.19 -2.06
H: -0.48 -4.72 -4.03
H: 0.24 -3.82 -2.69
H: -0.40 -2.96 -4.09
H: -2.69 -3.60 -3.55
H: -2.28 -5.84 -2.56
H: -3.30 -4.83 -1.54
H: -0.34 -5.47 -1.13
H: -1.68 -5.83 -0.06
H: -0.27 -4.68 1.70
H: -0.65 -0.44 1.89
H: -2.88 -1.44 -3.43
N: 1.04 2.73 1.28
C: 1.67 3.07 2.56
C: 3.16 2.74 2.60
C: 3.60 1.27 2.50
C: 4.28 0.80 3.78
N: 3.34 0.74 4.90
C: 2.53 -0.29 5.12
N: 1.41 -0.09 5.82
N: 2.84 -1.51 4.69
C: 0.83 2.50 3.72
O: 1.30 2.55 4.86
O: -0.31 2.00 3.42
H: 1.32 1.80 0.96
H: 1.33 3.36 0.54
H: 1.60 4.16 2.67
H: 3.58 3.20 3.50
H: 3.60 3.29 1.77
H: 4.31 1.15 1.68
H: 2.76 0.60 2.25
H: 5.05 1.52 4.06
H: 4.80 -0.15 3.66
H: 2.97 1.63 5.18
H: 1.03 0.86 5.81
H: 0.76 -0.84 5.96
H: 3.75 -1.71 4.32
H: 2.24 -2.30 4.90
F: -0.21 3.42 -1.20
C: -0.02 2.72 -2.34
C: 1.04 1.87 -2.37
F: 1.84 1.86 -1.29
C: 1.30 1.00 -3.46
C: 0.46 1.26 -4.57
C: -0.62 2.12 -4.52
F: -1.40 2.19 -5.59
C: -0.95 2.86 -3.37
C: -2.35 3.24 -2.98
C: -2.42 4.43 -2.09
N: -2.54 5.29 -1.34
C: -3.30 3.49 -4.09
N: -4.10 3.75 -4.86
F: 0.68 0.61 -5.71
C: 2.28 -0.01 -3.39
C: 2.49 -0.97 -4.42
N: 2.64 -1.78 -5.22
C: 2.98 -0.29 -2.18
N: 3.53 -0.55 -1.20

## Properties
Multiplicity: 1
HOMO (spin up / spin down) in eV: -9.023 / -9.024
Total charge: +1

Here are the calculated ΔE to the lowest compared entry with this formula, charge and spin numbers, same order: 0.0; 68.0; 108.1 (kJ/mol).